*1*
Entry from the Open Molecules 2025 dataset: a 2-piece molecular cluster, C3H4INO overall (wB97M-V/def2-TZVPD).

Output
HOMO energy (spin up / spin down) ... -8.05 / -8.92 eV
Lowest unoccupied orbital energy (spin up / spin down) ... -0.590 / -0.594 eV

```
10
C3H4INO, DFT wB97M-V/def2-TZVPD
C 0.48665 -1.53820 0.21176
C -0.13947 0.60759 0.60141
C -1.16047 -0.28631 -0.12536
N -0.70294 -1.55163 -0.21321
O 0.87484 -0.34928 0.78147
I -3.19550 -0.00707 0.01435
H 1.19408 -2.26043 0.20915
H 0.13067 1.36824 -0.05871
H -0.49891 0.81044 1.64909
H -0.64320 0.29001 -1.95499
```

natural (NBO) population analysis, charges in e, atoms 1 to 2:
1 C 0.426
2 C -0.170


*2*
Entry from the Open Molecules 2025 dataset: C3H4INO as an isolated structure (wB97M-V/def2-TZVPD).

Output
HOMO energy (spin up / spin down) ... -9.41 / -9.41 eV
Lowest unoccupied orbital energy (spin up / spin down) ... -1.854 / -1.854 eV

```
10
C3H4INO, DFT wB97M-V/def2-TZVPD
C 0.27782 1.66530 -0.01165
C 0.16522 -0.90312 -0.32488
C -1.06304 -0.17024 -0.28760
N -0.91069 1.21369 -0.11096
O 1.37087 1.03648 -0.03823
I -1.95588 -0.74391 -2.19442
H 0.37900 2.80622 -0.05563
H 0.65876 -0.99492 0.74849
H 0.68252 -1.14254 -1.20952
H -1.52973 -0.53933 0.60928
```

natural (NBO) population analysis, charges in e, atoms 1 to 2:
1 C 0.445
2 C 0.002


Which of them is most stable, and which least? Most stable: *2*; least stable: *1*.


*1*
Entry from the Open Molecules 2025 dataset: one molecule with the formula C5H8S (wB97M-V/def2-TZVPD).

Output
Structure (SMILES) ... C[C@@H]1C[C@H]2S[C@@H]12
HOMO energy ... -8.74 eV
Lowest unoccupied orbital energy ... 1.052 eV

```
14
C5H8S, DFT wB97M-V/def2-TZVPD
C -1.55530 0.47067 0.55197
C -0.01903 0.18769 0.70598
C 0.81040 0.83101 -0.52903
C 1.01985 -0.53113 -1.00672
S 2.13796 -1.48613 0.03624
C 0.32501 -1.15753 0.10743
H -1.69914 0.74324 -0.55488
H -1.81262 1.30845 1.29102
H -2.16931 -0.38256 0.96981
H 0.33798 0.27298 1.76963
H 0.18224 1.48291 -1.16073
H 1.76490 1.23470 -0.28730
H 0.86821 -0.87210 -2.02502
H -0.19114 -2.10220 0.13160
```

natural (NBO) population analysis, charges in e, atoms 1 to 2:
1 C -0.625
2 C -0.214


*2*
Entry from the Open Molecules 2025 dataset: C5H8S as an isolated structure (wB97M-V/def2-TZVPD).

Output
HOMO energy ... -8.80 eV
Lowest unoccupied orbital energy ... 0.005 eV

```
14
C5H8S, DFT wB97M-V/def2-TZVPD
C 1.96151 -0.70670 -0.69301
C 0.51089 -0.29433 -0.61906
C -0.17517 0.10764 0.36090
C -1.66950 0.15380 0.31348
C -2.16717 0.44801 1.58985
H 1.61314 1.33685 -2.07263
H 2.20179 -1.14013 0.37496
H 1.82668 -1.63983 -1.41535
H -0.18086 -0.51855 -1.56345
H 0.39834 0.55656 1.42863
H -2.40978 0.05514 -0.60305
H -3.39154 0.48845 1.69313
H -1.57326 0.53230 2.51563
S 3.05493 0.62078 -1.31003
```

natural (NBO) population analysis, charges in e, atoms 1 to 2:
1 C -0.594
2 C -0.212


Which of them is most stable, and which least? Most stable: *1*; least stable: *2*.


*1*
Entry from the Open Molecules 2025 dataset: a 2-piece molecular cluster, C5H8S overall (wB97M-V/def2-TZVPD).

Output
Structure (SMILES) ... C#S#CC=C.C
HOMO energy (spin up / spin down) ... -8.52 / -8.53 eV
Lowest unoccupied orbital energy (spin up / spin down) ... -1.638 / -1.492 eV

```
14
C5H8S, DFT wB97M-V/def2-TZVPD
C -1.99649 -0.76581 -0.32158
S -1.05277 -0.22193 0.88109
C 0.13683 0.76801 0.45923
C 0.24690 2.13034 0.25704
C -0.07799 3.12833 1.05780
H -2.57021 -1.54718 0.07789
H 0.75403 2.29900 -0.70106
H 0.13677 4.17514 0.77532
H -0.52088 2.94673 2.08287
C 0.99515 -2.57712 -0.94911
H 1.63750 -1.74014 -1.11817
H 1.55594 -3.58019 -0.92441
H 0.60205 -2.47909 0.04184
H 0.15319 -2.53607 -1.61875
```

natural (NBO) population analysis, charges in e, atoms 1 to 2:
1 C -0.567
2 S 0.557


*2*
Entry from the Open Molecules 2025 dataset: one molecule with the formula C5H8S (wB97M-V/def2-TZVPD).

Output
Structure (SMILES) ... C1C[C@@H]2S[C@H]2C1
HOMO energy ... -8.76 eV
Lowest unoccupied orbital energy ... 0.899 eV

```
14
C5H8S, DFT wB97M-V/def2-TZVPD
C -0.47292 -1.40854 1.09379
C -1.09112 0.07294 1.29011
C 0.09658 0.82222 0.53018
S 0.37399 1.33718 -1.25468
C 0.09034 -0.29544 -0.60961
C 0.75108 -1.58504 -0.03562
H -0.14757 -1.53999 2.27518
H -1.48888 -2.04535 1.10184
H -0.94170 0.33953 2.32775
H -2.07331 -0.03936 0.86590
H 0.91424 0.68894 1.29162
H -0.94198 -0.65464 -1.07878
H 1.69554 -1.22507 0.36691
H 0.75613 -2.55580 -0.68861
```

natural (NBO) population analysis, charges in e, atoms 1 to 2:
1 C -0.442
2 C -0.401


Which of them is most stable, and which least? Most stable: *2*; least stable: *1*.


*1*
Entry from the Open Molecules 2025 dataset: a 2-piece molecular cluster, C5H8S overall (wB97M-V/def2-TZVPD).

Output
Structure (SMILES) ... CC(C)=S.C#C
HOMO energy (spin up / spin down) ... -8.33 / -8.33 eV
Lowest unoccupied orbital energy (spin up / spin down) ... 0.058 / 0.057 eV

```
14
C5H8S, DFT wB97M-V/def2-TZVPD
C 0.35108 0.47228 0.87069
C 1.31491 -0.17659 -0.05265
C 2.82900 0.18939 -0.15394
S 0.89026 -1.58457 -0.81623
H -0.70882 0.16533 0.59555
H 0.50983 1.54463 0.84191
H 0.60413 0.02649 1.87268
H 3.44508 -0.39094 -0.78264
H 3.22624 0.12247 0.87428
H 2.77388 1.31111 -0.38941
C -4.07185 -0.45949 -1.21323
C -3.50301 -0.49430 -0.16925
H -4.55144 -0.27141 -2.19358
H -3.10930 -0.45439 0.71584
```

natural (NBO) population analysis, charges in e, atoms 1 to 2:
1 C -0.699
2 C -0.017


*2*
Entry from the Open Molecules 2025 dataset: a 2-piece molecular cluster, C5H8S overall (wB97M-V/def2-TZVPD).

Output
HOMO energy ... -8.74 eV
Lowest unoccupied orbital energy ... -0.525 eV

```
14
C5H8S, DFT wB97M-V/def2-TZVPD
C -1.83726 -2.13833 0.05809
C -1.02222 -2.03972 -0.93287
C -0.31683 1.55633 -0.30232
C 0.46761 0.30344 -0.05084
C 2.04183 0.54612 0.04240
S -0.63934 0.76867 1.26671
H -2.84414 -2.43606 0.17248
H -1.77127 -1.83565 1.09569
H -0.03834 -0.62097 -0.51209
H 0.06186 2.51907 -0.21236
H -1.13636 1.44320 -0.97934
H 2.23110 0.12115 1.07205
H 2.31963 1.68418 0.11097
H 2.48373 0.12856 -0.82857
```

natural (NBO) population analysis, charges in e, atoms 1 to 2:
1 C -0.819
2 C 0.191


Which of them is most stable, and which least? Most stable: *1*; least stable: *2*.


*1*
Entry from the Open Molecules 2025 dataset: a 2-piece molecular cluster, C5H8S overall (wB97M-V/def2-TZVPD).

Output
HOMO energy ... -7.32 eV
Lowest unoccupied orbital energy ... 0.492 eV

```
14
C5H8S, DFT wB97M-V/def2-TZVPD
C 0.77818 -2.75615 0.46368
C 1.30738 -2.35082 -0.53666
C 0.08583 1.77717 0.54434
C -0.92455 -0.22922 -1.49210
C -0.58581 1.72051 1.66340
S 0.45226 0.16106 -0.35358
H 0.47629 -3.02030 1.41129
H 1.70738 -2.56297 -1.47004
H 0.37033 2.73941 -0.01525
H -1.19173 0.69164 -2.06899
H -1.87577 -0.43164 -0.96523
H -0.97862 2.68690 2.04208
H -0.77339 0.72741 2.07364
H 1.15224 0.84702 -1.29658
```

natural (NBO) population analysis, charges in e, atoms 1 to 2:
1 C -0.206
2 C -0.250


*2*
Entry from the Open Molecules 2025 dataset: one molecule with the formula C5H8S (wB97M-V/def2-TZVPD).

Output
Structure (SMILES) ... C=C/C=C/CS
HOMO energy ... -8.33 eV
Lowest unoccupied orbital energy ... 0.513 eV

```
14
C5H8S, DFT wB97M-V/def2-TZVPD
C 3.31651 -0.60498 0.09630
C 2.38674 0.28543 -0.23787
C 1.02073 0.13072 0.26006
C -0.13998 0.67413 -0.28499
C -1.40106 0.93613 0.33712
S -2.35231 -0.62079 -0.07733
H 4.33020 -0.57311 -0.29394
H 3.23327 -1.31804 0.91309
H 2.69410 1.08969 -0.98724
H 1.09974 -0.37510 1.29641
H -0.04387 0.83279 -1.36372
H -1.37574 1.05012 1.51117
H -2.00353 1.81368 0.07774
H -1.39483 -1.11600 -0.93987
```

natural (NBO) population analysis, charges in e, atoms 1 to 2:
1 C -0.364
2 C -0.229


*3*
Entry from the Open Molecules 2025 dataset: a 2-piece molecular cluster, C5H8S overall (wB97M-V/def2-TZVPD).

Output
Structure (SMILES) ... S=C1[C@H]2C[C@@H]12.C
HOMO energy ... -8.36 eV
Lowest unoccupied orbital energy ... 0.256 eV

```
14
C5H8S, DFT wB97M-V/def2-TZVPD
S -1.38332 -2.35103 0.10814
C -1.70193 -0.75376 -0.12242
C -2.70684 0.28984 -0.55948
C -2.56365 1.28587 0.57624
C -1.31172 0.58098 0.06298
H -3.15819 0.41452 -1.60590
H -2.88016 0.98123 1.47668
H -2.70140 2.39759 0.19532
H -0.37273 0.94144 -0.40474
C 2.53015 -1.04284 0.04697
H 2.99760 -1.96052 0.61408
H 3.26009 -0.28291 0.06835
H 1.67253 -0.62511 0.70873
H 2.19050 -1.32325 -1.02668
```

natural (NBO) population analysis, charges in e, atoms 1 to 2:
1 S -0.019
2 C -0.070


Which of them is most stable, and which least? Most stable: *2*; least stable: *1*.


*1*
Entry from the Open Molecules 2025 dataset: C5H8S as an isolated structure (wB97M-V/def2-TZVPD).

Output
HOMO energy ... -8.65 eV
Lowest unoccupied orbital energy ... -0.504 eV

```
14
C5H8S, DFT wB97M-V/def2-TZVPD
C 0.18098 1.72297 0.29654
C 0.24548 0.55197 -0.68168
C 0.93024 -0.70343 -0.15664
C -0.40814 -1.69063 0.25203
C -1.15574 -0.30735 -0.22747
H -0.84025 2.22337 0.19455
H 0.27558 1.26112 1.30742
H 0.91285 2.54323 0.13720
H 0.62926 0.69546 -1.67363
H 1.60393 -0.72453 0.86179
H 1.53374 -1.34368 -1.17286
H -0.51844 -1.72400 1.47678
H -0.55053 -2.61425 -0.48396
S -2.83895 0.10975 -0.13007
```

natural (NBO) population analysis, charges in e, atoms 1 to 2:
1 C -0.619
2 C -0.335


*2*
Entry from the Open Molecules 2025 dataset: one molecule with the formula C5H8S (wB97M-V/def2-TZVPD).

Output
Structure (SMILES) ... S=CCC1CC1
HOMO energy ... -8.68 eV
Lowest unoccupied orbital energy ... -0.108 eV

```
14
C5H8S, DFT wB97M-V/def2-TZVPD
S -2.72123 0.15305 -0.11095
C -1.22781 -0.16318 0.44417
C 0.03929 -0.36263 -0.37622
C 1.37027 -0.09795 0.31794
C 2.42304 0.95270 -0.03835
C 2.70369 -0.58779 -0.11388
H -1.21543 -0.45635 1.55078
H -0.00156 0.11121 -1.36333
H 0.07169 -1.38235 -0.49926
H 1.20251 -0.13364 1.44807
H 2.89570 1.50095 0.78207
H 2.50287 1.47134 -0.96288
H 3.40718 -1.05812 0.49704
H 2.82596 -0.94877 -1.07920
```

natural (NBO) population analysis, charges in e, atoms 1 to 2:
1 S 0.052
2 C -0.242


Which of them is most stable, and which least? Most stable: *2*; least stable: *1*.